Record 1
The following is a DFT calculation (ωB97M-V/def2-TZVPD) of C24H10Cl80FNOP as an isolated structure at a distorted geometry.

Computed properties:
Frontier orbital gap: 5.166 eV
Maximum force: 2.8 eV Å⁻¹
HOMO energy: -4.28 eV
Molecular weight: 3214.56 g mol⁻¹
Charge: -1

Each line ends with the Mulliken charge.
Geometry (Å):
C1 2.077 1.784 5.269  -0.770
P1 2.602 2.326 3.532  0.259
O1 1.137 3.042 2.878  -0.483
N1 3.791 3.542 3.582  -0.464
C2 3.468 4.626 4.516  -0.736
C3 2.501 5.743 3.950  0.174
C4 1.702 6.452 5.103  -0.435
F1 2.345 7.661 5.469  -0.243
H1 2.533 0.776 5.440  0.299
H2 2.435 2.428 6.102  0.386
H3 0.978 1.648 5.281  -0.012
H4 0.400 2.692 3.388  0.262
H5 4.439 5.145 4.747  0.230
H6 3.057 4.300 5.506  0.151
H7 3.152 6.542 3.514  -0.012
H8 1.835 5.410 3.131  0.281
H9 0.655 6.679 4.814  0.249
H10 1.670 5.827 6.027  0.226
C5 -0.326 -0.814 2.104  -0.030
Cl1 0.983 0.144 2.845  -0.076
Cl2 -0.851 -0.024 0.600  0.041
Cl3 0.269 -2.448 1.746  -0.118
Cl4 -1.731 -0.938 3.195  -0.021
C6 -5.635 -2.499 4.157  0.201
Cl5 -5.891 -4.001 5.063  -0.083
Cl6 -4.229 -1.644 4.811  0.018
Cl7 -5.350 -2.880 2.449  -0.033
Cl8 -7.072 -1.469 4.299  -0.114
C7 -2.741 2.348 -2.222  0.221
Cl9 -2.815 2.881 -3.919  -0.089
Cl10 -2.173 3.688 -1.214  -0.076
Cl11 -4.362 1.861 -1.679  -0.092
Cl12 -1.623 0.986 -2.060  0.088
C8 3.528 -3.277 -1.580  0.220
Cl13 2.231 -2.089 -1.365  0.043
Cl14 5.056 -2.570 -1.027  0.005
Cl15 3.166 -4.728 -0.626  -0.128
Cl16 3.670 -3.721 -3.292  -0.116
C9 -5.371 -7.973 3.105  0.284
Cl17 -4.740 -6.326 2.956  0.009
Cl18 -5.347 -8.763 1.517  -0.102
Cl19 -4.364 -8.895 4.235  -0.081
Cl20 -7.036 -7.915 3.711  -0.110
C10 2.114 0.577 -4.313  0.210
Cl21 0.569 1.447 -4.292  -0.005
Cl22 2.815 0.588 -2.688  -0.036
Cl23 1.845 -1.093 -4.843  -0.093
Cl24 3.223 1.380 -5.440  -0.111
C11 5.153 6.452 0.536  0.239
Cl25 3.996 7.789 0.707  -0.147
Cl26 6.754 7.003 1.075  -0.099
Cl27 4.616 5.078 1.531  0.048
Cl28 5.239 5.977 -1.177  -0.104
C12 -2.834 -0.063 -7.238  0.259
Cl29 -3.645 0.679 -5.843  0.004
Cl30 -3.650 -1.592 -7.663  -0.132
Cl31 -2.892 1.062 -8.608  -0.066
Cl32 -1.148 -0.404 -6.835  -0.044
C13 8.155 -2.035 1.911  0.294
Cl33 6.752 -2.223 2.974  -0.086
Cl34 9.312 -0.914 2.649  -0.090
Cl35 8.930 -3.612 1.668  -0.055
Cl36 7.627 -1.394 0.346  -0.055
C14 -6.233 -0.360 -11.218  0.211
Cl37 -5.427 0.944 -12.110  -0.029
Cl38 -5.144 -0.968 -9.959  0.011
Cl39 -7.715 0.265 -10.468  -0.133
Cl40 -6.649 -1.674 -12.335  -0.070
C15 4.367 10.227 7.181  0.302
Cl41 4.809 9.510 5.626  -0.036
Cl42 5.254 11.748 7.409  -0.119
Cl43 2.625 10.549 7.213  -0.092
Cl44 4.783 9.102 8.491  -0.083
C16 8.692 3.386 -0.146  0.270
Cl45 9.437 4.966 -0.449  -0.117
Cl46 8.576 2.491 -1.676  -0.117
Cl47 9.697 2.471 0.995  -0.087
Cl48 7.073 3.607 0.534  0.043
C17 -2.199 1.221 7.561  0.268
Cl49 -1.661 0.568 6.005  0.039
Cl50 -1.376 2.759 7.872  -0.096
Cl51 -3.953 1.485 7.515  -0.109
Cl52 -1.810 0.069 8.852  -0.113
C18 9.595 -7.650 0.070  0.329
Cl53 8.035 -6.816 0.014  -0.043
Cl54 10.246 -7.573 1.717  -0.094
Cl55 9.378 -9.346 -0.401  -0.109
Cl56 10.725 -6.866 -1.048  -0.095
C19 -3.309 4.519 -13.200  0.348
Cl57 -2.503 5.832 -14.076  -0.108
Cl58 -2.226 3.892 -11.945  -0.064
Cl59 -4.792 5.131 -12.448  -0.090
Cl60 -3.716 3.215 -14.331  -0.095
C20 -9.792 -3.534 -14.198  0.354
Cl61 -9.611 -2.533 -12.748  -0.056
Cl62 -11.128 -2.914 -15.185  -0.099
Cl63 -8.289 -3.483 -15.138  -0.108
Cl64 -10.134 -5.207 -13.724  -0.095
C21 -5.425 -2.496 -2.750  0.070
Cl65 -7.198 -2.586 -2.683  -0.069
Cl66 -4.857 -2.958 -4.363  -0.018
Cl67 -4.932 -0.827 -2.416  0.047
Cl68 -4.691 -3.563 -1.518  -0.094
C22 -7.362 -6.917 -3.339  0.277
Cl69 -8.738 -6.960 -2.220  -0.112
Cl70 -6.158 -5.759 -2.748  0.063
Cl71 -6.635 -8.532 -3.443  -0.112
Cl72 -7.924 -6.416 -4.945  -0.109
C23 -4.463 -13.170 5.042  0.340
Cl73 -5.399 -12.369 6.317  -0.097
Cl74 -5.228 -14.716 4.630  -0.103
Cl75 -4.413 -12.132 3.609  -0.047
Cl76 -2.812 -13.464 5.618  -0.097
C24 5.931 6.715 12.089  0.370
Cl77 4.514 6.705 13.155  -0.107
Cl78 7.203 7.720 12.809  -0.108
Cl79 6.530 5.060 11.887  -0.099
Cl80 5.478 7.378 10.509  -0.064


Record 2
The following is a DFT calculation (ωB97M-V/def2-TZVPD) of C24H13ClF6I2N3O6RuSe3Te as an isolated structure at a distorted geometry.

Computed properties:
Frontier orbital gap (alpha / beta): 4.953 / 4.776 eV
Maximum force: 3.7 eV Å⁻¹
HOMO energy (alpha / beta): -1.97 / -1.79 eV
Molecular weight: 1308.18 g mol⁻¹
2S+1: 6
Charge: -2
Energy relative to the best compared isomer or geometry (same formula, charge and spin): 71.6 kJ/mol

Each line ends with the Mulliken spin population.
Geometry (Å):
Ru1 -0.519 1.185 -1.216  3.629
O1 -1.921 5.920 2.146  0.000
C1 -1.637 4.915 2.979  -0.001
O2 -1.496 5.038 4.140  0.000
C2 -1.339 3.622 2.331  -0.016
C3 -1.366 2.363 2.944  0.003
Cl1 -1.724 1.726 4.509  0.002
N1 -1.294 1.443 1.989  -0.051
N2 -1.135 2.018 0.811  0.109
C4 -1.185 3.313 0.960  0.035
C5 -1.270 4.120 -0.344  -0.007
O3 -1.447 5.318 -0.295  0.008
O4 -1.183 3.424 -1.385  0.038
C6 -1.309 0.027 2.069  0.004
C7 -2.396 -0.653 1.505  0.001
C8 -2.466 -2.025 1.550  -0.004
C9 -1.419 -2.702 2.170  -0.001
C10 -0.343 -2.006 2.636  0.006
C11 -0.212 -0.626 2.622  -0.004
H1 -1.786 5.730 1.162  0.001
H2 -3.173 -0.140 1.042  0.000
H3 -3.394 -2.538 1.245  -0.001
H4 -1.414 -3.820 2.191  0.000
H5 0.475 -2.532 3.086  0.003
H6 0.683 -0.140 3.052  0.000
Se1 5.340 0.840 4.922  0.345
Se2 6.985 -0.563 5.037  0.426
Te1 3.912 -2.594 4.397  0.109
Se3 3.310 -0.419 5.159  0.117
I1 -4.853 -0.664 -3.343  0.001
C12 -3.425 -1.879 -2.471  0.023
C13 -3.412 -3.250 -2.701  -0.004
C14 -2.429 -4.017 -2.211  0.013
I2 -2.706 -6.137 -2.419  0.001
C15 -1.374 -3.454 -1.467  0.000
C16 -0.343 -4.134 -0.686  0.001
C17 0.645 -3.394 -0.098  -0.010
C18 0.681 -2.027 -0.350  0.011
N3 -0.264 -1.325 -0.878  0.010
C19 -1.337 -2.062 -1.376  -0.015
C20 -2.438 -1.245 -1.754  -0.010
O5 -2.318 0.104 -1.676  0.090
H7 -4.174 -3.755 -3.226  0.000
H8 -0.494 -5.212 -0.693  0.000
H9 1.405 -3.839 0.523  0.002
H10 1.547 -1.468 -0.015  0.006
C21 2.912 2.686 -2.773  -0.002
C22 2.492 1.263 -2.453  -0.038
O6 1.454 1.230 -1.580  0.116
C23 3.664 0.553 -1.793  0.006
F1 3.910 1.017 -0.592  0.002
F2 4.749 0.797 -2.592  0.001
F3 3.533 -0.759 -1.653  0.001
C24 2.155 0.572 -3.812  0.040
F4 0.998 1.187 -4.302  0.003
F5 3.096 0.817 -4.768  0.001
F6 1.930 -0.788 -3.824  0.000
H11 3.338 3.013 -1.855  0.001
H12 2.048 3.268 -3.062  0.002
H13 3.731 2.654 -3.515  0.000